1.
{"formula": "C19H36AsMnNO6P2", "method": "the ωB97M-V functional and the def2-TZVPD basis", "multiplicity": 2, "e_lumo_ev": [0.12, 0.11], "de_lowest_kcal_mol": 2.2, "molar_mass_g_mol": 566.31, "s_squared": 0.7710, "orbital_gap_ev": [7.49, 6.94], "symbols": ["Mn", "O", "C", "O", "C", "C", "C", "C", "C", "N", "C", "O", "O", "H", "H", "H", "H", "C", "P", "C", "C", "C", "P", "C", "C", "H", "H", "H", "H", "H", "H", "H", "H", "H", "H", "H", "H", "H", "H", "H", "H", "C", "As", "C", "C", "O", "H", "H", "H", "H", "H", "H", "H", "H", "H", "C", "C", "C", "O", "H", "H", "H", "H", "H", "H", "H"], "xyz": [[-0.58, -0.02, -0.64], [-1.85, 0.67, 4.06], [-1.14, 1.12, 3.02], [-1.41, 2.12, 2.43], [0.08, 0.29, 2.75], [0.79, -0.22, 3.82], [2.00, -0.85, 3.55], [2.44, -0.93, 2.24], [1.64, -0.41, 1.23], [0.46, 0.18, 1.47], [2.10, -0.46, -0.23], [3.10, -1.14, -0.48], [1.41, 0.24, -1.03], [-2.58, 1.29, 4.18], [0.41, -0.11, 4.82], [2.60, -1.25, 4.35], [3.37, -1.39, 1.96], [-2.94, 2.86, -0.21], [-1.49, 2.04, -0.98], [-0.26, 3.40, -0.89], [-2.08, 2.13, -2.73], [-1.09, 1.41, -3.65], [-0.72, -0.22, -2.88], [0.71, -0.81, -3.82], [-2.08, -1.28, -3.47], [-3.13, 3.80, -0.74], [-2.79, 3.08, 0.85], [-3.82, 2.22, -0.31], [-0.59, 4.29, -1.43], [0.69, 3.03, -1.28], [-0.12, 3.65, 0.17], [-2.25, 3.17, -3.02], [-3.05, 1.63, -2.75], [-0.15, 1.96, -3.68], [-1.46, 1.32, -4.67], [0.48, -0.81, -4.89], [0.97, -1.81, -3.48], [1.56, -0.17, -3.61], [-2.26, -1.16, -4.54], [-2.98, -1.05, -2.91], [-1.81, -2.31, -3.25], [-0.60, -2.97, 1.74], [0.00, -3.41, -0.04], [-1.23, -4.76, -0.65], [1.73, -4.22, 0.12], [0.06, -2.16, -1.12], [-0.99, -3.87, 2.22], [-1.38, -2.21, 1.60], [0.22, -2.55, 2.33], [-1.36, -5.54, 0.10], [-0.85, -5.21, -1.57], [-2.18, -4.26, -0.85], [1.71, -5.04, 0.84], [2.44, -3.45, 0.42], [2.02, -4.59, -0.86], [-4.19, -2.18, -0.34], [-3.48, -0.84, -0.08], [-3.93, -0.25, 1.26], [-2.12, -1.04, -0.10], [-5.28, -2.08, -0.35], [-3.91, -2.89, 0.44], [-3.87, -2.59, -1.30], [-3.78, -0.14, -0.88], [-3.69, -0.94, 2.07], [-5.01, -0.05, 1.28], [-3.40, 0.69, 1.44]], "lowdin_charge": [0.26, 0.12, -0.49, 0.12, -0.17, 0.00, -0.04, 0.00, -0.17, 0.17, -0.62, 0.04, -0.14, 0.14, 0.12, 0.11, 0.12, -0.25, 0.84, -0.24, -0.40, -0.38, 0.84, -0.23, -0.22, 0.04, 0.02, 0.03, 0.04, 0.04, 0.04, 0.08, 0.08, 0.08, 0.08, 0.05, 0.04, 0.05, 0.05, 0.03, 0.04, -0.18, 1.03, -0.19, -0.19, -0.53, 0.05, 0.02, 0.02, 0.04, 0.04, 0.02, 0.04, 0.02, 0.04, -0.06, -0.59, -0.06, -0.37, 0.07, 0.07, 0.06, 0.11, 0.08, 0.08, 0.04]}

=====

2.
{"formula": "C36H41AsBr2N5O2PbS2", "method": "the ωB97M-V functional and the def2-TZVPD basis", "charge": 1, "e_lumo_ev": [-4.91, -4.64], "de_lowest_kcal_mol": 30.3, "molar_mass_g_mol": 1081.82, "orbital_gap_ev": [5.20, 5.50], "symbols": ["Pb", "C", "C", "N", "N", "C", "S", "S", "C", "C", "C", "C", "C", "C", "C", "C", "C", "C", "C", "C", "C", "O", "H", "H", "H", "H", "H", "H", "H", "H", "H", "H", "H", "H", "H", "H", "Br", "C", "C", "C", "Br", "C", "C", "C", "C", "N", "C", "C", "O", "H", "H", "H", "H", "C", "C", "As", "C", "C", "C", "C", "H", "H", "H", "H", "H", "H", "H", "H", "H", "H", "H", "H", "H", "H", "H", "C", "C", "C", "C", "N", "N", "C", "H", "H", "H", "H", "H", "H", "H", "H"], "xyz": [[-13.23, 15.40, 7.92], [-9.99, 12.34, 10.00], [-10.82, 13.55, 9.61], [-11.63, 13.46, 8.63], [-11.88, 12.15, 8.18], [-12.20, 12.05, 6.97], [-12.37, 13.31, 5.71], [-12.75, 10.49, 6.37], [-11.07, 10.06, 5.58], [-9.84, 10.45, 6.37], [-9.41, 9.69, 7.43], [-8.29, 10.03, 8.13], [-7.62, 11.19, 7.83], [-8.10, 12.02, 6.81], [-9.16, 11.63, 6.01], [-10.73, 14.74, 10.48], [-10.48, 14.61, 11.81], [-10.60, 15.63, 12.70], [-10.88, 16.92, 12.24], [-11.05, 17.09, 10.88], [-11.11, 16.03, 9.97], [-11.36, 16.34, 8.74], [-9.47, 11.92, 9.17], [-10.65, 11.52, 10.35], [-9.27, 12.51, 10.81], [-11.01, 10.56, 4.61], [-11.17, 9.02, 5.44], [-10.00, 8.78, 7.56], [-7.92, 9.44, 8.98], [-6.79, 11.42, 8.49], [-7.57, 12.94, 6.60], [-9.53, 12.28, 5.25], [-10.12, 13.66, 12.11], [-10.46, 15.43, 13.77], [-10.96, 17.73, 12.98], [-11.11, 18.09, 10.48], [-8.66, 16.99, 5.12], [-10.26, 17.86, 4.90], [-10.36, 18.94, 4.08], [-11.58, 19.56, 3.85], [-11.61, 20.87, 2.58], [-12.83, 19.09, 4.46], [-14.07, 19.69, 4.26], [-15.13, 19.21, 4.95], [-14.90, 18.21, 5.90], [-13.72, 17.65, 6.10], [-12.74, 18.09, 5.36], [-11.44, 17.30, 5.55], [-11.47, 16.21, 6.11], [-9.48, 19.29, 3.58], [-14.10, 20.43, 3.49], [-16.14, 19.62, 4.83], [-15.75, 17.86, 6.50], [-17.54, 17.67, 9.25], [-16.35, 18.66, 9.28], [-14.53, 17.93, 9.62], [-14.79, 17.35, 11.50], [-15.34, 18.34, 12.52], [-13.55, 19.65, 9.83], [-12.96, 20.01, 8.48], [-18.42, 18.05, 8.72], [-17.81, 17.46, 10.28], [-17.23, 16.72, 8.81], [-16.45, 19.45, 10.01], [-16.32, 19.20, 8.34], [-13.85, 16.96, 11.88], [-15.45, 16.49, 11.47], [-14.60, 19.15, 12.69], [-15.41, 17.77, 13.49], [-16.31, 18.77, 12.24], [-12.80, 19.59, 10.61], [-14.27, 20.40, 10.13], [-12.15, 19.38, 8.17], [-12.56, 21.06, 8.45], [-13.72, 20.02, 7.65], [-13.83, 13.37, 13.42], [-14.52, 13.68, 12.12], [-15.82, 13.56, 11.68], [-15.82, 13.98, 10.31], [-14.57, 14.34, 9.96], [-13.83, 14.12, 11.04], [-16.94, 13.81, 9.41], [-14.47, 12.74, 14.00], [-13.51, 14.22, 14.00], [-12.91, 12.86, 13.15], [-16.70, 13.42, 12.30], [-12.85, 14.34, 11.08], [-17.90, 13.88, 9.99], [-16.98, 12.88, 8.89], [-16.98, 14.64, 8.69]], "lowdin_charge": [1.27, 0.00, -0.24, -0.04, -0.01, -1.13, 0.70, 0.93, -0.34, -0.30, -0.05, -0.11, -0.10, -0.07, -0.05, -0.14, -0.09, -0.09, -0.06, -0.03, -0.42, -0.28, 0.03, 0.11, 0.09, 0.08, 0.06, 0.13, 0.13, 0.11, 0.11, 0.09, 0.10, 0.11, 0.12, 0.10, 0.89, -0.61, -0.18, -0.61, 0.94, -0.18, -0.01, -0.02, -0.12, 0.07, -0.19, -0.34, -0.12, 0.10, 0.08, 0.13, 0.11, -0.14, -0.43, 1.18, -0.45, -0.16, -0.41, -0.20, 0.08, 0.06, 0.03, 0.05, 0.04, 0.04, 0.03, 0.07, 0.09, 0.06, 0.06, 0.06, 0.05, 0.09, 0.06, 0.00, -0.27, 0.02, -0.35, -0.05, 0.03, -0.04, 0.08, 0.08, 0.08, 0.12, 0.11, 0.11, 0.08, 0.06]}

=====

3.
{"formula": "C35H28N4P2PdS5Se2", "method": "the ωB97M-V functional and the def2-TZVPD basis", "charge": -2, "e_lumo_ev": 3.71, "de_lowest_kcal_mol": 27.4, "molar_mass_g_mol": 991.26, "orbital_gap_ev": 3.27, "symbols": ["Pd", "Se", "P", "C", "C", "C", "C", "C", "C", "C", "C", "C", "C", "C", "C", "C", "C", "N", "N", "N", "P", "Se", "C", "C", "C", "C", "C", "C", "C", "C", "C", "C", "C", "C", "H", "H", "H", "H", "H", "H", "H", "H", "H", "H", "H", "H", "H", "H", "H", "H", "H", "H", "H", "H", "C", "C", "C", "N", "C", "C", "H", "H", "H", "H", "H", "C", "S", "C", "C", "S", "S", "C", "S", "S", "H", "H", "H"], "xyz": [[2.88, 1.01, -0.78], [-4.26, 2.08, -0.64], [-3.18, 0.59, 0.40], [-3.92, -1.03, -0.02], [-4.05, -1.37, -1.37], [-4.66, -2.56, -1.73], [-5.15, -3.42, -0.76], [-5.07, -3.06, 0.58], [-4.46, -1.87, 0.95], [-3.38, 0.68, 2.21], [-2.59, -0.14, 3.02], [-2.71, -0.08, 4.39], [-3.62, 0.80, 4.97], [-4.42, 1.60, 4.17], [-4.29, 1.54, 2.78], [-1.39, 0.65, 0.25], [-0.21, 0.09, -0.26], [0.80, 0.88, 0.19], [0.28, 1.86, 0.90], [-1.03, 1.75, 0.95], [0.32, -1.46, -0.99], [2.26, -1.46, -1.79], [0.09, -2.73, 0.30], [1.20, -3.41, 0.80], [1.04, -4.34, 1.81], [-0.21, -4.59, 2.35], [-1.32, -3.91, 1.84], [-1.17, -2.99, 0.83], [-0.88, -1.86, -2.30], [-1.29, -3.17, -2.53], [-2.04, -3.47, -3.66], [-2.36, -2.46, -4.56], [-1.93, -1.16, -4.34], [-1.19, -0.86, -3.22], [-3.68, -0.69, -2.12], [-4.75, -2.82, -2.78], [-5.59, -4.37, -1.04], [-5.48, -3.72, 1.35], [-4.41, -1.60, 1.99], [-1.85, -0.79, 2.57], [-2.09, -0.70, 5.02], [-3.70, 0.88, 6.05], [-5.12, 2.29, 4.61], [-4.89, 2.18, 2.14], [2.17, -3.19, 0.37], [1.91, -4.87, 2.18], [-0.33, -5.30, 3.16], [-2.31, -4.12, 2.24], [-2.03, -2.47, 0.43], [-1.01, -3.94, -1.83], [-2.36, -4.49, -3.83], [-2.94, -2.70, -5.45], [-2.17, -0.38, -5.06], [-0.83, 0.15, -3.04], [7.43, 1.23, -2.13], [6.75, 0.02, -2.07], [5.37, 0.03, -2.07], [4.62, 1.15, -2.12], [5.29, 2.31, -2.19], [6.68, 2.39, -2.19], [8.51, 1.26, -2.15], [7.28, -0.92, -2.04], [4.83, -0.91, -2.05], [4.69, 3.20, -2.26], [7.16, 3.36, -2.24], [1.34, 5.94, 1.29], [2.50, 6.29, -0.07], [4.01, 5.62, 0.51], [4.29, 4.29, 0.67], [3.19, 3.02, 0.74], [6.03, 4.03, 1.05], [6.58, 5.66, 1.03], [8.16, 6.12, 1.28], [5.31, 6.78, 0.72], [0.41, 6.42, 1.02], [1.73, 6.36, 2.22], [1.21, 4.86, 1.36]], "lowdin_charge": [0.03, 0.22, 0.52, -0.35, -0.11, -0.08, -0.09, -0.09, -0.10, -0.36, -0.09, -0.08, -0.10, -0.09, -0.10, -0.44, -0.42, -0.12, -0.06, -0.03, 0.55, 0.38, -0.33, -0.10, -0.09, -0.10, -0.09, -0.10, -0.36, -0.09, -0.11, -0.11, -0.09, -0.09, 0.08, 0.10, 0.10, 0.10, 0.10, 0.10, 0.10, 0.09, 0.10, 0.05, 0.05, 0.10, 0.09, 0.10, 0.08, 0.11, 0.10, 0.09, 0.10, 0.12, -0.11, -0.10, -0.20, -0.05, -0.17, -0.10, 0.09, 0.09, 0.01, 0.10, 0.10, -0.41, 0.74, -1.06, -1.16, 0.52, 0.86, -1.56, 0.37, 0.83, 0.02, 0.03, -0.01]}

=====

Number 1: energy -144800.42349 eV. Number 2: energy -277376.66067 eV. Number 3: energy -249637.71046 eV.